# 1
73
Properties=species:S:1:pos:R:3 method="wB97M-V/def2-TZVPD" charge=+2 orbital_gap_ev="6.615 / 3.930" spin_multiplicity=5 lumo_ev="-6.2 / -9.8"
Pd -0.7806 0.3143 -1.3579
C 0.9122 3.9569 2.5514
C 0.0163 3.2054 3.4980
C -0.2784 3.7425 4.7506
C -1.1513 3.1031 5.6166
C -1.7510 1.9058 5.2521
C -1.4798 1.3512 4.0114
C -0.5832 1.9914 3.1680
Sb -0.1518 1.0586 1.2584
C 1.6629 -0.0355 1.6401
C 2.4785 0.5507 2.6084
C 3.7026 -0.0075 2.9298
C 4.1298 -1.1428 2.2600
C 3.3188 -1.7237 1.2992
C 2.0734 -1.1943 0.9630
C 1.2559 -1.9324 -0.0586
C -1.8019 -0.3668 1.2055
C -2.9157 0.0644 0.4717
C -4.0486 -0.7328 0.3670
C -4.0698 -1.9594 1.0060
C -2.9726 -2.3774 1.7469
C -1.8201 -1.6031 1.8653
C -0.6891 -2.1217 2.7122
H 1.6206 4.5803 3.0933
H 0.3140 4.6148 1.9166
H 1.4772 3.2818 1.9015
H 0.1762 4.6830 5.0357
H -1.3752 3.5484 6.5767
H -2.4309 1.4036 5.9267
H -1.9622 0.4268 3.7199
H 2.1437 1.4414 3.1287
H 4.3181 0.4403 3.6985
H 5.0908 -1.5827 2.4907
H 3.6517 -2.6227 0.7932
H 1.5237 -2.9894 -0.0585
H 1.4573 -1.5663 -1.0666
H 0.1899 -1.8751 0.1439
H -2.9597 1.0687 0.0660
H -4.9104 -0.3790 -0.1836
H -4.9553 -2.5809 0.9614
H -3.0133 -3.3244 2.2725
H -1.0876 -2.6335 3.5879
H -0.0271 -1.3289 3.0529
H -0.0909 -2.8509 2.1610
C -3.1859 -3.0584 -4.8787
N -3.1990 -2.9691 -3.4204
C -4.0384 -3.9268 -2.6937
C -2.3659 -2.2254 -2.7590
N -1.6353 -1.5838 -2.1262
H -2.6944 -3.9762 -5.2059
H -2.6710 -2.2025 -5.3062
H -4.2146 -3.0674 -5.2351
H -3.6272 -4.9348 -2.7701
H -5.0364 -3.9182 -3.1293
H -4.1008 -3.6420 -1.6468
C -1.6994 2.4214 -1.8319
H -2.2361 2.8294 -0.9800
H -2.3402 2.1890 -2.6761
H -0.8235 3.0076 -2.0909
Cl 6.6402 1.5639 -5.4238
C 5.1674 1.4327 -4.6216
C 3.9968 1.1489 -5.3675
C 2.8093 1.0247 -4.7083
C 2.7626 1.1803 -3.3024
C 3.9311 1.4718 -2.5668
C 5.1263 1.5998 -3.2141
C 1.4660 0.9564 -2.5929
O 0.5178 0.4438 -3.2265
O 1.3745 1.2385 -1.3682
H 4.0573 1.0162 -6.4390
H 1.8987 0.7939 -5.2433
H 3.8762 1.5786 -1.4916
H 6.0366 1.8053 -2.6673

***

# 2
13
Properties=species:S:1:pos:R:3 method="wB97M-V/def2-TZVPD" charge=+1 orbital_gap_ev=7.092 lumo_ev=-5.4
C 0.4079 -1.1963 -1.5334
C 2.3717 0.1816 -1.8888
N 1.8205 -0.9578 -1.7976
H 0.2864 -1.8090 -0.6418
H -0.0751 -1.7046 -2.3639
H -0.0806 -0.2470 -1.3208
H 1.7640 1.0795 -1.8521
H 3.4423 0.2830 -2.0176
H 2.4527 -1.7491 -1.7940
S -0.5147 -0.0545 1.9196
S -1.7641 1.0630 0.7119
H 0.6138 0.4900 1.4777
H -2.2335 0.0409 -0.0441

***

# 3
25
Properties=species:S:1:pos:R:3 method="wB97M-V/def2-TZVPD" charge=+1 orbital_gap_ev="7.910 / 6.055" spin_multiplicity=3 lumo_ev="-2.7 / -7.7"
C 1.4808 2.8865 -1.0918
C 0.8835 2.4763 -0.1004
C -2.8416 -0.3785 -0.6858
C 0.8129 -0.2773 1.7357
C 1.6903 -1.8494 0.0428
C -0.5771 -1.1579 -0.0643
C -1.4490 0.1225 -0.3475
N 0.8229 -0.7002 0.2750
O 1.2038 0.2396 -0.5875
Cl -1.7431 1.0757 1.0882
H 1.4394 3.9628 -1.2147
H 2.0487 2.2524 -1.7082
H 0.0899 2.2564 0.6399
H -2.7980 -0.5499 -1.7943
H -3.1096 -1.2717 -0.0992
H -3.6562 0.5218 -0.4967
H 1.4886 -0.9802 2.2496
H 1.1915 0.7521 1.8164
H -0.2254 -0.3148 2.1090
H 1.3524 -2.8015 0.5239
H 1.7427 -2.0067 -1.0760
H 2.7391 -1.6389 0.2800
H -0.6083 -1.5042 -1.0725
H -0.9881 -1.8977 0.6400
H -0.9901 0.7826 -1.0613

***

# 4
43
Properties=species:S:1:pos:R:3 method="wB97M-V/def2-TZVPD" orbital_gap_ev=6.172 lumo_ev=-1.3
C 2.3040 3.4527 1.3413
C 3.1283 2.3502 0.5745
C 2.5058 0.8983 0.7538
C 1.5363 1.2130 1.9067
N 0.9924 0.3215 2.6868
C -0.1718 0.5959 3.5695
C -0.6757 -0.7641 4.0618
C 0.2696 -1.8423 3.4837
C 1.3121 -1.1256 2.6165
C 1.2448 2.6685 2.1863
H 2.9118 4.1284 1.9974
H 1.7828 4.0964 0.6081
H 3.1143 2.4720 -0.5019
H 4.1718 2.5162 0.9149
H 3.3809 0.2601 1.2480
H 0.1152 1.2340 4.4160
H -0.9606 1.1080 3.0062
H -0.6740 -0.7894 5.1551
H -1.7123 -0.9367 3.7472
H 0.7638 -2.4005 4.2874
H -0.2988 -2.5586 2.8782
H 1.2178 -1.4661 1.5749
H 2.3385 -1.3174 2.9778
H 1.3025 3.0387 3.2353
H 0.1926 2.8616 1.8639
O 1.2658 0.5471 -5.7397
N 2.2454 0.1153 -5.1009
O 3.3118 -0.2165 -5.6752
C 2.2394 -0.0426 -3.6405
C 3.4147 -0.3355 -2.9159
C 3.3864 -0.5097 -1.5306
N 4.6003 -0.9733 -0.9130
O 5.6037 -1.2406 -1.6223
O 4.6282 -1.0945 0.3416
C 2.2935 -0.0048 -0.5339
C 1.0865 -0.0176 -1.4326
N -0.2078 -0.3039 -1.0071
O -0.7218 -0.4247 0.0826
O -1.0054 -0.3615 -2.1850
N -0.2423 -0.1754 -3.3182
C 1.0303 -0.0201 -2.8314
H 4.3411 -0.4941 -3.5094
H 2.1421 -0.9816 0.1393

***

# 5
23
Properties=species:S:1:pos:R:3 method="wB97M-V/def2-TZVPD" orbital_gap_ev=9.418 lumo_ev=0.4
C 2.7035 1.6223 0.4798
C 1.5983 0.6652 0.1176
C 0.5052 0.9758 -0.6027
C -0.4783 -0.1344 -0.5981
S -2.0838 0.2730 0.1556
N -2.9161 1.2066 -0.9777
O -2.8505 -0.9190 0.3996
O -1.8972 1.1887 1.2607
C 0.4984 -1.2951 0.0482
C -0.3190 -2.0271 1.1100
O 1.0606 -2.1246 -0.9880
O 1.6396 -0.6334 0.5157
H 2.3730 1.9754 1.4032
H 2.6362 2.3615 -0.2755
H 3.5861 1.0335 0.5293
H 0.2863 1.9236 -1.1215
H -0.8572 -0.6258 -1.6228
H -2.3587 2.1019 -0.9698
H -3.3539 0.9940 -1.9341
H -0.2691 -3.0918 1.0345
H -1.3704 -1.7266 0.7928
H -0.1552 -1.7662 2.1567
H 2.0221 -1.9777 -0.9135

***

# 6
16
Properties=species:S:1:pos:R:3 method="wB97M-V/def2-TZVPD" orbital_gap_ev="6.067 / 6.605" spin_multiplicity=3 lumo_ev="0.7 / -3.1"
C -1.1893 -1.3036 -0.0952
C -0.1420 -2.2002 0.2605
C -2.2779 -0.7386 -0.0899
C 1.6022 -0.5327 -0.2167
C -3.4184 0.1355 -0.0830
C 2.9602 -0.4451 -0.6218
N 0.7794 0.4351 0.1089
O -0.3945 -3.3267 0.5410
O 1.1676 -1.7871 0.1527
H -4.3111 -0.3905 -0.3326
H -3.1771 0.9754 -0.8422
H -3.5105 0.3861 0.9586
H 3.3510 0.6241 -0.6300
H 3.1304 -0.6706 -1.7507
H 3.7566 -1.0202 -0.1460
H 1.2706 1.3475 -0.1371